(1)
Entry from the Open Molecules 2025 dataset: a single C21H27ClN2O5 molecule (ωB97M-V/def2-TZVPD).

Geometry (Å):
C -7.3459 3.7457 -2.4272
O -6.3806 3.0770 -3.2370
C -5.1150 3.1088 -2.7206
C -4.2197 4.0873 -3.1589
C -4.6525 5.1022 -4.1791
C -2.9303 4.0865 -2.6492
C -2.5164 3.1197 -1.7409
C -1.0975 3.1742 -1.2654
O -0.4930 4.2311 -1.1582
N -0.5133 1.9835 -0.9856
C 0.8947 1.9171 -0.6303
C 1.3852 0.4794 -0.6356
C 2.8763 0.4103 -0.3746
O 3.5229 1.1134 -1.4132
C 4.9174 1.2039 -1.2692
C 5.4507 1.9827 -2.4577
N 5.2556 1.2996 -3.7175
C 4.1869 1.4183 -4.5552
O 4.0242 0.6752 -5.5035
C 3.2600 2.5100 -4.2732
C 2.4290 3.3516 -4.0662
C 1.3968 4.3419 -3.7988
C 1.7336 5.7843 -4.1951
C 0.3444 6.4055 -4.1984
O -0.5508 5.3755 -4.6335
C 0.1098 4.1146 -4.5994
C -3.4044 2.1418 -1.3153
C -4.6989 2.1466 -1.8059
Cl -5.8128 0.9256 -1.2782
H -8.2963 3.6647 -2.9480
H -7.4263 3.2745 -1.4458
H -7.0849 4.7998 -2.3035
H -3.7926 5.6699 -4.5302
H -5.1288 4.6162 -5.0301
H -5.3786 5.8018 -3.7607
H -2.2197 4.8339 -2.9804
H -0.9814 1.1390 -1.2671
H 1.4775 2.5035 -1.3409
H 1.0426 2.3676 0.3550
H 0.8615 -0.1089 0.1229
H 1.1843 0.0256 -1.6106
H 3.1196 0.8659 0.5960
H 3.2174 -0.6322 -0.3498
H 5.1797 1.7258 -0.3385
H 5.3674 0.2013 -1.2322
H 4.9442 2.9462 -2.5061
H 6.5164 2.1735 -2.3183
H 5.8338 0.5007 -3.9289
H 1.1497 4.3264 -2.7343
H 2.4121 6.2681 -3.4946
H 2.1785 5.8053 -5.1914
H 0.0570 6.7246 -3.1919
H 0.2541 7.2520 -4.8793
H 0.3432 3.7845 -5.6162
H -0.5479 3.3782 -4.1336
H -3.1201 1.3931 -0.5876

Calculated values
Energy relative to the best compared isomer or geometry (same formula, charge and spin) (eV): 1.8955
Orbital gap (eV): 9.75
Calculated total energy (a.u.): -1762.275469
Strongest force on any atom (eV/A): 0.1
HOMO energy (eV): -9.1
SMILES: COc1c(C)cc(C(=O)NCCCOCCNC(=O)C#C[C@H]2CCOC2)cc1Cl

Table of Löwdin atomic charges, one value per atom, all in e: C -0.067; O -0.124; C -0.290; C -0.168; C -0.013; C 0.032; C -0.129; C -0.449; O 0.061; N 0.081; C -0.172; C -0.154; C -0.226; O -0.150; C -0.209; C -0.159; N 0.069; C -0.506; O 0.066; C 0.097; C 0.050; C -0.291; C -0.108; C -0.181; O -0.144; C -0.147; C -0.054; C -0.560; Cl 0.720; H 0.095; H 0.073; H 0.090; H 0.080; H 0.091; H 0.082; H 0.112; H 0.131; H 0.108; H 0.135; H 0.122; H 0.126; H 0.129; H 0.128; H 0.128; H 0.128; H 0.121; H 0.124; H 0.148; H 0.121; H 0.123; H 0.125; H 0.122; H 0.119; H 0.133; H 0.118; H 0.111

=====

(2)
Entry from the Open Molecules 2025 dataset: 2 unconnected molecules or ions with the total composition C5H14NS2 in a non-equilibrium geometry (ωB97M-V/def2-TZVPD).

Geometry (Å):
C 3.3117 0.4798 0.0667
C -0.5591 -1.5564 -1.5952
C -2.9252 0.7452 -0.0720
C 2.0291 1.1547 0.4518
C 0.1803 -0.8795 -0.5208
N -1.7139 0.1799 0.7344
S 0.7365 -1.7694 0.8622
S 0.7265 0.6810 -0.8148
H 3.4013 -0.5374 0.5958
H 3.4894 0.2209 -1.0351
H 4.3413 0.8221 0.2471
H -0.8052 -0.8859 -2.4339
H -0.1007 -2.5090 -1.7612
H -1.7050 -1.6980 -1.4684
H -3.3413 1.5951 0.4709
H -2.3564 0.8501 -0.9801
H -3.6157 -0.1409 -0.0760
H 2.1991 2.3129 0.3975
H 1.4905 1.0426 1.4297
H -1.2294 0.9419 1.0080
H -2.1637 -0.2837 1.5655
H -0.1606 -2.6696 0.7087

Calculated values
Energy relative to the best compared isomer or geometry (same formula, charge and spin) (eV): 3.5186
Orbital gap (eV): 8.57
Calculated total energy (a.u.): -1049.682409
Strongest force on any atom (eV/A): 5.8
HOMO energy (eV): -13.5
Total charge: +1

Table of Löwdin atomic charges, one value per atom, all in e: C -0.204; C -0.151; C -0.074; C -0.456; C -0.961; N -0.113; S 0.935; S 1.016; H 0.080; H 0.102; H 0.083; H 0.093; H 0.088; H 0.139; H 0.081; H 0.046; H 0.094; H 0.129; H 0.084; H -0.010; H 0.107; H -0.108

=====

(3)
Entry from the Open Molecules 2025 dataset: a molecular structure, C4H5NO (ωB97M-V/def2-TZVPD).

Geometry (Å):
N 1.8860 0.4768 -0.3331
C 0.7615 -0.0183 -0.0702
C -0.5685 0.5562 -0.0214
C -1.6990 0.0997 0.2337
C -1.0795 -1.2886 0.4630
O 0.4109 -1.2906 0.2665
H 2.6179 -0.2291 -0.2730
H 0.5464 2.5713 -0.6496
H -0.1521 2.7518 -0.8482
H -1.4767 -2.0067 -0.2549
H -1.2469 -1.6224 1.4873

Calculated values
Energy relative to the best compared isomer or geometry (same formula, charge and spin) (eV): 6.1593
Orbital gap (eV): 9.52
Calculated total energy (a.u.): -285.188236
Strongest force on any atom (eV/A): 0.6
HOMO energy (eV): -10.3

Table of Löwdin atomic charges, one value per atom, all in e: N 0.153; C -0.495; C 0.012; C 0.045; C -0.146; O -0.013; H 0.072; H 0.058; H 0.072; H 0.121; H 0.121

=====

(4)
Entry from the Open Molecules 2025 dataset: a gas-phase ion, C15H17BrF5N2S (charge +1) in a non-equilibrium geometry (ωB97M-V/def2-TZVPD).

Geometry (Å):
C -0.4475 2.6584 3.4734
C 0.7603 2.7362 2.4174
C 0.1615 3.0191 0.9843
Br 1.0852 4.6758 0.3117
N 0.4313 1.9720 -0.0271
C 1.6848 1.5573 -0.1548
S 1.8127 0.3164 -1.4795
C 0.3416 1.1408 -2.2881
C -0.1808 0.2103 -3.4444
N 1.0134 -0.1002 -4.2879
C -0.5006 1.3372 -0.9815
C -1.4890 0.2273 -0.4759
F -2.4093 -0.1580 -1.4351
F -2.2503 0.8381 0.5494
C -0.8428 -1.0300 0.1633
C -0.0774 -0.8844 1.4029
C 0.6029 -1.9655 2.0991
C 0.4894 -3.3133 1.5431
C -0.3048 -3.5008 0.3268
C -0.4144 -4.9827 -0.1921
F -0.3197 -4.9931 -1.5585
F -1.5561 -5.5908 0.2411
F 0.6312 -5.7111 0.3521
C -0.9579 -2.3890 -0.3850
H -0.7414 1.5815 3.6229
H -0.1249 3.0875 4.4559
H -1.3628 3.1976 3.1232
H 1.3074 1.7647 2.5162
H 1.4444 3.5522 2.7691
H -0.9198 3.3179 1.0380
H 2.5653 1.8972 0.4352
H 0.6095 2.1413 -2.7363
H -0.5912 -0.7515 -3.0454
H -0.9096 0.7683 -4.0950
H 0.9862 -1.0645 -4.6145
H 1.0945 0.5653 -5.0539
H -1.2165 2.1819 -1.2322
H -0.0151 0.1378 1.8470
H 1.1753 -1.7114 3.0200
H 0.9861 -4.1426 2.0997
H -1.5509 -2.5935 -1.3045

Calculated values
Energy relative to the best compared isomer or geometry (same formula, charge and spin) (eV): 1.9619
Orbital gap (eV): 7.77
Calculated total energy (a.u.): -4162.517335
Strongest force on any atom (eV/A): 4.3
HOMO energy (eV): -12.7
Total charge: +1

Table of Löwdin atomic charges, one value per atom, all in e: C -0.080; C -0.260; C -0.576; Br 0.726; N -0.145; C -0.247; S 1.054; C -0.410; C -0.249; N -0.021; C -0.198; C -0.368; F 0.097; F 0.060; C -0.102; C -0.033; C -0.022; C 0.023; C -0.054; C -0.496; F 0.119; F 0.134; F 0.092; C 0.070; H 0.076; H 0.086; H 0.080; H 0.100; H 0.093; H 0.113; H 0.135; H 0.146; H 0.116; H 0.137; H 0.084; H 0.084; H 0.187; H 0.080; H 0.114; H 0.128; H 0.129

=====

(5)
Entry from the Open Molecules 2025 dataset: a molecular structure, C31H38N6O6S2V in a non-equilibrium geometry (ωB97M-V/def2-TZVPD).

Geometry (Å):
V 0.5663 0.3458 0.0493
N 6.2456 -3.0350 -4.3822
C 5.4520 -2.7007 -3.3608
C 5.9894 -2.1154 -2.1880
C 5.1657 -1.7205 -1.1610
C 3.7919 -1.9091 -1.2832
C 3.2381 -2.5077 -2.4127
C 4.0542 -2.9180 -3.4370
S 2.6767 -1.3206 -0.0500
O 3.1040 -1.4447 1.3021
O 1.3271 -1.8033 -0.3329
N 2.3997 0.3284 -0.3057
C 2.9544 1.0971 0.6815
N 4.2466 1.2500 0.8776
C 4.6123 2.0310 1.8831
C 3.6876 2.6687 2.7062
C 2.3470 2.4277 2.4425
N 1.9944 1.6346 1.4383
H 7.2356 -2.8451 -4.3586
H 5.8804 -3.4678 -5.2172
H 7.0583 -1.9915 -2.1069
H 5.5643 -1.2790 -0.2616
H 2.1701 -2.6559 -2.4427
H 3.6529 -3.4072 -4.3109
H 5.6789 2.1364 2.0325
H 3.9944 3.3173 3.5106
H 1.5490 2.8688 3.0283
C -4.8244 -4.2386 0.3284
C -3.9794 -3.1850 -0.2944
C -4.5205 -2.2591 -1.1901
C -3.7224 -1.3204 -1.8153
C -2.3532 -1.3182 -1.5605
C -1.7858 -2.2291 -0.6795
C -2.6066 -3.1427 -0.0423
S -1.3482 -0.1097 -2.4352
C -0.6628 -1.1218 -3.7717
O -0.0852 0.0858 -1.5419
H -5.8013 -3.8552 0.6180
H -4.3349 -4.6766 1.1955
H -4.9866 -5.0322 -0.4054
H -5.5780 -2.2821 -1.4035
H -4.1525 -0.6156 -2.5089
H -0.7161 -2.2631 -0.5238
H -2.1754 -3.8623 0.6378
H -0.2363 -2.0262 -3.3508
H 0.0891 -0.5275 -4.2833
H -1.4586 -1.3712 -4.4670
C -1.9161 5.6972 -1.8312
C -1.0806 5.4422 -0.5790
N -1.1851 4.0706 -0.0977
C -2.3839 3.7313 0.6671
C -3.2726 2.7379 -0.0851
C -0.2899 3.1459 -0.3872
C 0.8565 3.4370 -1.3048
N -0.3427 1.9331 0.1456
H -1.7849 6.7315 -2.1363
H -2.9722 5.5400 -1.6387
H -1.6052 5.0565 -2.6517
H -1.4226 6.0974 0.2235
H -0.0391 5.6872 -0.7758
H -2.9451 4.6493 0.8396
H -2.1195 3.3254 1.6482
H -3.4557 3.0920 -1.0962
H -4.2306 2.6562 0.4199
H -2.8396 1.7364 -0.1354
H 0.5454 3.9336 -2.2239
H 1.3519 2.4929 -1.5518
H 1.5802 4.0756 -0.7913
H -1.0027 1.8575 0.9556
O 0.0115 -2.8103 2.3540
C -0.7612 -2.3604 3.3370
C -1.1318 -3.2614 4.3500
C -1.9702 -2.8687 5.3697
C -2.4954 -1.5683 5.4070
C -2.1799 -0.6807 4.4061
C -1.2929 -1.0401 3.3751
C -0.9987 -0.0366 2.3783
O -1.6143 1.0241 2.2707
O -0.0200 -0.2439 1.5032
H 0.3163 -2.1194 1.7374
H -0.7362 -4.2658 4.2942
H -2.2333 -3.5728 6.1457
H -3.1483 -1.2731 6.2140
H -2.5892 0.3171 4.3973

Calculated values
Orbital gap (eV): 4.01
Calculated total energy (a.u.): -3723.513041
Strongest force on any atom (eV/A): 4.4
HOMO energy (eV): -15.2
Total charge: +3

Table of Löwdin atomic charges, one value per atom, all in e: V 1.101; N 0.177; C -0.276; C 0.018; C -0.036; C -0.293; C -0.060; C 0.008; S 0.716; O -0.195; O -0.344; N -0.113; C -0.494; N 0.191; C -0.034; C 0.029; C -0.037; N 0.106; H 0.131; H 0.130; H 0.129; H 0.122; H 0.102; H 0.124; H 0.139; H 0.129; H 0.139; C -0.015; C -0.225; C 0.009; C -0.057; C -0.388; C -0.064; C 0.008; S 1.163; C -0.152; O -0.580; H 0.099; H 0.090; H 0.111; H 0.137; H 0.122; H 0.082; H 0.129; H 0.072; H 0.077; H 0.089; C -0.036; C -0.169; N -0.027; C -0.148; C -0.038; C -0.318; C 0.045; N 0.018; H 0.098; H 0.081; H 0.078; H 0.140; H 0.121; H 0.140; H 0.124; H 0.085; H 0.101; H 0.051; H 0.107; H 0.075; H 0.118; H 0.063; O 0.105; C -0.230; C 0.027; C -0.006; C -0.032; C 0.010; C -0.061; C -0.405; O 0.084; O -0.102; H 0.068; H 0.135; H 0.130; H 0.122; H 0.127

=====

(6)
Entry from the Open Molecules 2025 dataset: a molecular structure, C5H3CeCl2GaNO3 in a non-equilibrium geometry (ωB97M-V/def2-TZVPD).

Geometry (Å):
Ga -1.7647 1.7432 -3.2973
Ce -0.5682 -0.0621 0.3156
Cl 1.3480 0.6163 -1.2222
Cl -1.5618 -2.1073 -0.8102
C -2.8421 -0.1989 1.6747
C -0.2631 2.9268 -3.6606
C -3.2499 0.9216 -4.1871
O -3.7719 -0.7036 2.1330
O 0.6212 3.6330 -3.9712
O -4.1422 0.4554 -4.8082
C 3.1066 -1.3272 3.2205
C 1.9399 -0.9594 2.4786
N 0.9543 -0.6804 1.9080
H 3.3488 -0.5176 3.9257
H 3.9499 -1.4835 2.5252
H 2.8952 -2.2561 3.7755

Calculated values
Spin multiplicity: 2
Orbital gap (spin up / spin down) (eV): 7.08 / 6.55
Calculated total energy (a.u.): -3791.190983
⟨S²⟩: 0.752
Strongest force on any atom (eV/A): 11.5
HOMO energy (spin up / spin down) (eV): -25.2 / -25.2
Total charge: +4

Table of Löwdin atomic charges, one value per atom, all in e: Ga 1.040; Ce 0.741; Cl 0.236; Cl 0.302; C 0.004; C 0.093; C 0.120; O 0.237; O 0.358; O 0.367; C 0.063; C -0.033; N 0.021; H 0.150; H 0.149; H 0.153